Density functional theory data (ωB97M-V/def2-TZVPD) for C29H34IInN6O3S3 as an isolated structure at a distorted geometry.

XYZ file:
```
77
Properties=species:S:1:pos:R:3:mulliken_charge:R:1
In 2.129 1.002 -0.278 0.887
O -2.053 4.572 -6.458 -0.536
C -0.706 4.852 -6.748 -0.442
N 0.185 3.770 -6.383 -0.188
C 0.680 3.687 -5.114 0.467
O 0.509 4.560 -4.283 -0.651
C 1.443 2.441 -4.786 -0.295
C 2.070 1.620 -5.716 -0.247
C 2.746 0.495 -5.269 -1.108
C 2.760 0.219 -3.912 -0.107
N 2.166 1.004 -3.015 -0.063
C 1.541 2.093 -3.443 0.037
H -2.173 4.586 -5.503 0.334
H -0.355 5.740 -6.225 0.346
H -0.647 5.006 -7.822 0.336
H 0.137 2.932 -6.937 0.243
H 2.059 1.857 -6.772 0.485
H 3.259 -0.154 -5.964 0.421
H 3.271 -0.651 -3.513 0.372
H 1.088 2.737 -2.696 0.542
S 1.478 -0.607 8.279 -0.403
C 1.221 -0.280 6.677 0.252
S 2.568 -0.138 5.576 -0.148
C 1.447 0.082 4.213 0.205
N 0.222 0.066 4.599 -0.681
N 0.073 -0.121 5.958 0.499
C -1.283 -0.173 6.405 0.542
C -1.659 -0.014 7.736 -0.444
C -2.999 -0.090 8.088 -0.693
C -3.977 -0.310 7.134 -0.407
C -3.604 -0.438 5.804 -0.612
C -2.272 -0.370 5.437 -0.251
S 2.000 0.287 2.622 -0.550
H -0.920 0.171 8.494 0.261
H -3.274 0.030 9.128 0.351
H -5.019 -0.378 7.420 0.375
H -4.356 -0.592 5.041 0.367
H -1.979 -0.468 4.404 0.453
C -1.755 2.264 -1.056 -1.267
C -2.260 1.464 0.152 0.419
C -1.418 1.741 1.407 -1.049
C -2.339 -0.020 -0.130 0.424
C -3.540 -0.671 -0.009 -0.944
C -3.668 -2.042 -0.233 -1.047
C -2.541 -2.803 -0.554 -0.909
C -1.297 -2.242 -0.669 0.509
C -0.094 -3.117 -0.948 0.157
C 0.916 -3.066 0.208 -0.952
C 0.589 -2.770 -2.280 -1.283
C -1.152 -0.793 -0.508 0.794
N -0.015 -0.239 -0.710 -0.058
H -1.738 3.330 -0.826 0.473
H -2.399 2.106 -1.924 0.375
H -0.747 1.947 -1.316 -0.130
H -3.282 1.792 0.359 0.612
H -0.383 1.426 1.266 -0.035
H -1.815 1.200 2.266 0.150
H -1.427 2.807 1.636 0.442
H -4.414 -0.098 0.275 0.442
H -4.635 -2.517 -0.136 0.394
H -2.653 -3.870 -0.704 0.435
H -0.466 -4.141 -1.025 0.645
H 1.368 -2.076 0.280 0.051
H 1.708 -3.800 0.045 0.208
H 0.436 -3.288 1.161 0.419
H 1.034 -1.776 -2.228 0.059
H -0.127 -2.787 -3.103 0.381
H 1.376 -3.497 -2.492 0.406
N 4.102 -2.136 1.229 -0.062
C 4.219 -1.931 -0.073 0.601
O 4.071 -0.836 -0.638 -0.644
C 4.566 -3.089 -0.995 -0.788
I 4.895 -5.011 -0.113 0.007
H 3.725 -1.389 1.824 0.053
H 4.178 -3.055 1.630 0.103
H 5.462 -2.834 -1.552 0.539
H 3.743 -3.207 -1.695 0.115
```

Energy relative to the best compared isomer or geometry (same formula, charge and spin), kcal per mole: 39.5
Total charge: 0
E_HOMO (alpha / beta), eV: -6.884 / -6.883
Total energy, hartree: -3362.07870

Density functional theory data (ωB97M-V/def2-TZVPD) for one molecule with the formula C29H34N2O7 at a distorted geometry.

XYZ file:
```
72
Properties=species:S:1:pos:R:3:nbo_charge:R:1
C -2.522 4.167 -1.957 -0.248
O -1.520 3.291 -1.503 -0.500
C -0.337 3.815 -1.080 0.278
C -0.011 5.165 -1.076 -0.288
C 1.232 5.581 -0.627 -0.190
C 2.164 4.666 -0.177 -0.237
C 1.851 3.317 -0.176 -0.210
C 0.616 2.887 -0.627 0.187
N 0.269 1.508 -0.586 -0.444
C -0.069 0.871 -1.726 0.681
O -0.594 -0.241 -1.784 -0.660
C 0.242 1.545 -2.997 0.158
C -0.330 1.290 -4.219 -0.228
C 0.307 2.147 -5.140 -0.323
C 1.226 2.849 -4.418 0.115
O 1.195 2.494 -3.129 -0.392
C 0.189 0.985 0.785 -0.167
C -1.220 0.608 1.317 0.688
O -1.591 1.065 2.382 -0.639
N -1.902 -0.261 0.578 -0.657
C -3.161 -0.837 1.005 -0.046
C -2.912 -1.979 1.999 -0.408
C -2.187 -3.138 1.323 -0.398
C -2.999 -3.648 0.135 -0.401
C -3.240 -2.529 -0.874 -0.405
C -3.936 -1.340 -0.211 -0.404
C 1.126 -0.157 1.107 0.070
C 1.188 -1.318 0.356 -0.377
C 2.033 -2.366 0.710 0.319
O 2.143 -3.507 -0.045 -0.522
C 1.298 -3.665 -1.159 -0.250
C 2.812 -2.270 1.870 0.197
O 3.690 -3.203 2.343 -0.490
C 3.483 -4.568 2.060 -0.238
C 2.741 -1.090 2.635 0.283
O 3.531 -1.078 3.744 -0.478
C 3.496 0.053 4.577 -0.251
C 1.915 -0.047 2.247 -0.330
H -3.363 3.532 -2.229 0.205
H -2.832 4.864 -1.173 0.181
H -2.193 4.729 -2.838 0.178
H -0.723 5.900 -1.415 0.222
H 1.466 6.635 -0.631 0.216
H 3.130 4.995 0.170 0.218
H 2.564 2.583 0.168 0.227
H -1.109 0.581 -4.412 0.241
H 0.112 2.228 -6.189 0.232
H 1.939 3.598 -4.700 0.208
H 0.480 1.829 1.419 0.248
H -1.522 -0.539 -0.324 0.439
H -3.726 -0.046 1.516 0.218
H -2.320 -1.595 2.831 0.225
H -3.872 -2.320 2.391 0.197
H -1.205 -2.798 0.987 0.200
H -2.032 -3.945 2.042 0.208
H -2.476 -4.477 -0.348 0.202
H -3.960 -4.025 0.494 0.192
H -2.290 -2.210 -1.305 0.202
H -3.861 -2.898 -1.693 0.208
H -4.047 -0.528 -0.933 0.211
H -4.933 -1.641 0.116 0.205
H 0.592 -1.406 -0.533 0.248
H 1.550 -4.640 -1.575 0.198
H 1.473 -2.894 -1.917 0.182
H 0.242 -3.657 -0.872 0.177
H 3.754 -4.818 1.032 0.186
H 4.136 -5.105 2.750 0.186
H 2.446 -4.863 2.239 0.174
H 4.174 -0.169 5.400 0.200
H 3.845 0.951 4.056 0.172
H 2.491 0.233 4.974 0.179
H 1.855 0.850 2.841 0.221
```

Energy relative to the best compared isomer or geometry (same formula, charge and spin), kcal per mole: 13.9
Total charge: 0
E_HOMO, eV: -7.776
SMILES: COc1ccccc1N(C(=O)c1ccco1)[C@@H](C(=O)NC1CCCCC1)c1cc(OC)c(OC)c(OC)c1
Total energy, hartree: -1761.63119

Density functional theory data (ωB97M-V/def2-TZVPD) for a 5-piece molecular cluster, C29H34N3O6 overall at a distorted geometry.

XYZ file:
```
72
Properties=species:S:1:pos:R:3:mulliken_charge:R:1
C -4.325 -2.322 1.103 -0.087
C -4.557 -1.263 2.107 -0.651
N -3.578 -0.204 1.903 0.280
C -3.524 0.831 1.024 -0.100
C -2.289 1.397 1.074 -0.478
N -1.562 0.635 1.946 0.242
C -2.297 -0.326 2.405 -0.559
C -0.053 0.675 1.948 -0.432
H -4.163 -1.855 0.080 -0.081
H -5.124 -3.144 0.876 0.374
H -3.499 -2.948 1.537 -0.114
H -4.420 -1.726 3.122 0.337
H -5.682 -0.761 2.087 0.292
H -4.488 1.111 0.408 0.338
H -1.929 2.212 0.339 0.265
H -1.995 -0.944 3.129 0.770
H 0.163 1.635 1.503 -0.029
H 0.238 -0.137 1.179 0.097
H 0.568 0.488 2.770 0.426
N 4.009 0.079 0.231 -0.732
C 5.161 0.549 -0.292 -0.049
C 5.648 0.024 -1.523 -0.234
C 4.758 -0.653 -2.297 -0.847
C 3.518 -0.934 -1.809 -0.499
C 3.154 -0.614 -0.483 0.499
H 5.996 1.112 0.304 0.287
H 6.769 0.163 -1.897 0.293
H 5.165 -1.264 -2.974 0.508
H 2.851 -1.569 -2.311 0.524
H 2.226 -0.864 0.042 0.579
C 1.537 -2.800 3.356 -0.967
C 1.827 -2.862 1.853 -0.654
C 0.760 -3.359 1.055 0.345
C -0.571 -3.603 1.545 -0.696
C -0.707 -3.447 2.963 -0.110
C 0.173 -3.004 3.835 0.237
O -0.145 -2.807 5.111 -0.588
O 0.997 -3.497 -0.216 -0.496
H 2.164 -2.401 4.083 0.473
H 2.717 -2.510 1.637 0.908
H -1.408 -3.919 1.007 0.515
H -1.730 -3.888 3.215 0.357
H -1.082 -2.590 5.158 0.362
H 1.831 -3.829 -0.578 0.385
C 0.547 4.859 -1.147 -0.637
C 1.232 4.045 0.020 -0.668
C 2.142 3.021 -0.248 0.598
C 2.438 2.730 -1.627 -0.884
C 1.928 3.467 -2.673 -1.105
C 0.983 4.459 -2.441 0.689
O 0.393 5.078 -3.504 -0.594
O 2.658 2.216 0.760 -0.601
H -0.251 5.487 -0.737 0.425
H 1.225 4.277 1.110 0.413
H 3.020 1.966 -1.812 0.623
H 2.295 3.416 -3.529 0.878
H 0.618 4.482 -4.366 0.354
H 3.184 1.694 0.175 0.151
C -0.873 1.091 -2.285 0.339
C -0.611 -0.426 -2.138 -0.204
C -1.732 -1.085 -2.106 0.828
C -3.048 -0.578 -2.224 -1.256
C -3.228 0.866 -2.424 -0.342
C -2.157 1.713 -2.497 -0.296
O -2.235 3.082 -2.358 -0.534
O -1.608 -2.461 -1.729 -0.611
H -0.048 1.586 -2.191 0.300
H 0.465 -0.575 -1.817 -0.081
H -3.921 -1.109 -2.226 0.759
H -4.227 1.276 -2.602 0.491
H -1.605 3.437 -2.987 0.365
H -0.685 -2.877 -1.954 0.309
```

Energy relative to the best compared isomer or geometry (same formula, charge and spin), kcal per mole: 9.2
Total charge: +1
E_HOMO, eV: -10.472
Total energy, hartree: -1740.62215